No. 1
{
  "formula": "C5H7ClN2",
  "method": "wB97M-V/def2-TZVPD",
  "gap_ev": 9.37,
  "e_homo_ev": -9.16,
  "total_energy_ev": -20799.4603,
  "max_force_ha_per_bohr": 0.07290,
  "symbols": ["C", "C", "C", "C", "C", "N", "N", "Cl", "H", "H", "H", "H", "H", "H", "H"],
  "xyz": [[-1.258, 0.398, -1.077], [-1.519, 1.554, -0.453], [0.259, 1.269, 1.107], [-0.212, -0.508, -0.630], [0.911, 0.167, 0.336], [-0.848, 1.806, 0.731], [1.514, -0.845, 1.038], [2.090, 0.986, -0.888], [-1.875, 0.152, -1.977], [-2.214, 2.433, -0.649], [0.834, 1.849, 1.778], [-0.542, -1.161, 0.118], [0.344, -0.960, -1.483], [1.968, -1.655, 0.609], [2.021, -0.524, 1.818]],
  "mulliken_charge": [-0.161, -0.256, -0.285, -0.917, 0.622, -0.517, -0.476, -0.267, 0.317, 0.351, 0.400, 0.393, 0.347, 0.234, 0.215]
}

***

No. 2
{
  "formula": "C38H45BN2O5PtS2",
  "method": "wB97M-V/def2-TZVPD",
  "gap_ev": [5.79, 5.71],
  "e_homo_ev": [-6.70, -6.71],
  "total_energy_ev": -78947.4800,
  "max_force_ha_per_bohr": 0.04467,
  "symbols": ["Pt", "C", "C", "N", "C", "C", "N", "H", "H", "H", "H", "H", "H", "C", "C", "C", "C", "C", "C", "C", "C", "C", "C", "C", "C", "O", "H", "H", "H", "H", "H", "H", "H", "H", "H", "H", "H", "H", "H", "H", "H", "H", "H", "O", "S", "C", "C", "C", "C", "C", "C", "C", "C", "C", "C", "C", "C", "H", "H", "H", "H", "H", "H", "H", "H", "H", "H", "O", "S", "C", "C", "C", "C", "H", "H", "H", "H", "H", "H", "H", "H", "O", "B", "O", "C", "C", "C", "C", "C", "C", "H", "H", "H", "H"],
  "xyz": [[-0.606, 0.107, -0.676], [-1.426, 0.679, -4.622], [-2.459, 0.897, -3.582], [-2.438, 0.455, -2.345], [-3.619, 0.835, -1.772], [-4.361, 1.523, -2.679], [-3.614, 1.558, -3.826], [-0.496, 0.382, -4.145], [-1.262, 1.587, -5.200], [-1.741, -0.108, -5.311], [-3.860, 0.568, -0.764], [-5.316, 1.999, -2.604], [-3.871, 2.007, -4.692], [-0.853, -2.570, -3.102], [0.536, -3.107, -2.749], [0.636, -3.418, -1.256], [1.558, -2.128, -3.276], [2.281, -2.477, -4.398], [3.188, -1.606, -4.980], [3.309, -0.322, -4.474], [2.599, 0.082, -3.364], [2.768, 1.495, -2.865], [3.446, 1.505, -1.493], [1.434, 2.242, -2.831], [1.758, -0.847, -2.673], [1.286, -0.578, -1.507], [-1.616, -3.326, -2.935], [-0.896, -2.283, -4.151], [-1.074, -1.692, -2.486], [0.687, -4.047, -3.294], [0.330, -2.565, -0.652], [1.658, -3.671, -0.988], [0.007, -4.274, -1.011], [2.135, -3.458, -4.832], [3.782, -1.922, -5.823], [3.983, 0.378, -4.954], [3.427, 2.017, -3.571], [2.722, 1.251, -0.723], [3.870, 2.488, -1.289], [4.249, 0.771, -1.469], [0.696, 1.717, -2.209], [1.043, 2.341, -3.840], [1.572, 3.236, -2.416], [0.567, -0.985, 1.785], [1.613, -0.014, 1.426], [3.013, -0.409, 2.546], [4.295, -0.012, 2.208], [5.346, -0.281, 3.071], [5.110, -0.939, 4.269], [3.829, -1.352, 4.592], [2.781, -1.095, 3.725], [1.306, 1.521, 2.372], [0.677, 1.516, 3.603], [0.478, 2.711, 4.274], [0.913, 3.903, 3.716], [1.539, 3.905, 2.481], [1.740, 2.710, 1.812], [4.474, 0.492, 1.271], [6.351, 0.021, 2.814], [5.930, -1.140, 4.944], [3.651, -1.874, 5.522], [1.782, -1.436, 3.949], [0.332, 0.582, 4.022], [-0.016, 2.721, 5.235], [0.759, 4.832, 4.245], [1.872, 4.835, 2.041], [2.228, 2.695, 0.852], [-3.691, -0.919, 0.759], [-2.488, -1.675, 0.391], [-2.031, -2.614, 1.913], [-2.363, -4.079, 1.691], [-3.554, -4.109, 0.737], [-3.164, -3.210, -0.415], [-2.628, -2.158, 2.698], [-0.978, -2.419, 2.088], [-2.596, -4.575, 2.634], [-1.516, -4.599, 1.234], [-4.432, -3.695, 1.235], [-3.783, -5.126, 0.415], [-3.995, -2.915, -1.050], [-2.361, -3.640, -1.004], [-1.653, 0.831, 1.868], [-1.339, 1.443, 0.649], [-1.780, 2.763, 0.688], [-2.380, 2.940, 1.891], [-3.017, 4.050, 2.407], [-3.592, 3.916, 3.665], [-3.516, 2.728, 4.378], [-2.865, 1.616, 3.867], [-2.304, 1.741, 2.613], [-3.072, 4.970, 1.845], [-4.122, 4.751, 4.098], [-3.981, 2.665, 5.351], [-2.823, 0.687, 4.410]],
  "mulliken_charge": [3.583, -0.874, 0.029, 0.213, -0.623, -0.914, -0.038, -0.211, 0.489, 0.319, 0.550, 0.446, 0.193, -1.482, 0.453, -1.401, 0.365, -1.096, -1.271, -0.829, 0.177, 0.277, -1.221, -1.326, -0.219, 0.233, 0.493, 0.396, 0.118, 0.732, 0.077, 0.433, 0.308, 0.410, 0.372, 0.412, 0.697, -0.302, 0.574, 0.457, -0.227, 0.305, 0.506, -0.586, 0.068, 0.365, -0.141, -0.799, -0.476, -0.835, -0.344, 0.745, -0.639, -0.485, -0.654, -0.705, -0.007, 0.342, 0.439, 0.385, 0.406, 0.329, 0.245, 0.405, 0.403, 0.472, 0.126, -0.787, 0.793, -0.655, -0.534, -0.713, -0.683, 0.462, -0.111, 0.379, 0.246, 0.310, 0.396, 0.539, -0.105, -0.058, 1.030, -1.001, 0.985, -1.463, -0.589, -0.825, -0.822, 0.681, 0.533, 0.418, 0.422, 0.509]
}

***

No. 3
{
  "formula": "C5H12O2",
  "method": "wB97M-V/def2-TZVPD",
  "gap_ev": 8.94,
  "e_homo_ev": -8.32,
  "total_energy_ev": -9471.8194,
  "max_force_ha_per_bohr": 0.13027,
  "symbols": ["C", "C", "C", "C", "C", "H", "H", "H", "H", "H", "H", "H", "H", "H", "H", "O", "H", "H", "O"],
  "xyz": [[-2.429, -3.598, -0.579], [-1.713, -2.262, -0.193], [-0.879, -1.502, -0.960], [-0.281, -0.335, -0.322], [-0.531, 0.152, 0.906], [-3.516, -3.550, -0.884], [-2.418, -4.129, 0.490], [-1.868, -4.226, -1.286], [-1.921, -2.209, 0.848], [-0.717, -1.580, -2.005], [0.398, 0.298, -0.940], [-0.194, 1.153, 1.271], [-1.208, -0.341, 1.573], [0.219, 3.866, 0.399], [-0.714, 3.991, 1.493], [-0.678, 3.726, 0.654], [6.755, 3.062, -0.367], [5.628, 3.714, 0.329], [6.066, 3.769, -0.424]],
  "mulliken_charge": [-0.934, -0.129, -0.160, 0.080, -0.692, 0.239, 0.242, 0.279, 0.192, 0.366, 0.226, 0.123, 0.183, 0.307, 0.283, -0.605, 0.326, 0.282, -0.608]
}

***

Energy above the lowest of the compared OMol25 structures with the same formula, charge and spin, record by record: 41.7; 1.6; 76.5 kcal/mol